[1]
8 unconnected molecules or ions with the total composition C8H26O7 in a non-equilibrium geometry. Source: the Open Molecules 2025 dataset; level of theory: wB97M-V/def2-TZVPD.

```
! wB97M-V def2-TZVPD RIJCOSX def2/J DEFGRID3
* xyz -1 2
C 3.1487 -1.8535 1.0263
C 2.2218 -1.0591 0.1629
C 2.5618 0.0307 -0.5352
C 0.0833 -2.1516 -0.4998
C 0.7063 -1.2714 0.2350
C 0.0003 -0.3327 1.0790
C 0.5129 0.6401 1.8224
C -1.2984 -2.6850 -0.5999
H 3.8072 -2.5316 0.4496
H 3.7643 -1.3162 1.7521
H 2.4262 -2.4181 1.7808
H 1.7812 0.5550 -1.1379
H 3.5832 0.4445 -0.4257
H 0.6693 -2.9028 -1.2002
H -1.0242 -0.3789 0.9056
H 1.6924 0.4825 1.8818
H -0.0150 1.4767 2.2149
H -1.8597 -1.9337 -1.2228
H -1.5189 -3.7756 -0.7796
H -1.9258 -2.7467 0.4171
H -2.1205 2.1413 -1.9647
H -3.5907 1.9126 -2.2090
O -3.0905 2.5117 -1.7055
H -3.0864 -1.2814 2.6213
H -3.1858 -2.4320 1.8555
O -2.6897 -2.1955 2.6086
H -3.6286 1.8721 0.7551
H -3.5746 0.2791 0.4057
O -4.0249 1.0168 0.9050
H -0.6630 3.5860 0.2760
H 0.4454 3.0584 1.3038
O 0.1517 3.1095 0.3833
H 0.5497 0.8341 -2.1517
H 0.2423 2.2383 -2.0160
O -0.0434 1.4570 -2.5429
H 0.5316 -1.6184 -3.7101
H 0.5321 -0.3090 -4.2895
O 1.0047 -1.1790 -4.3486
H 2.3307 2.8229 1.4035
H 2.4651 2.6698 2.9125
O 2.1281 3.2331 2.1815
*
```

Summary:
HOMO-LUMO gap (alpha / beta)	2.80 / 6.57	eV
<S²>	0.763
largest force on an atom	8.2	eV/A

---

[2]
2 unconnected molecules or ions with the total composition C10H23N2O2 in a non-equilibrium geometry. Source: the Open Molecules 2025 dataset; level of theory: wB97M-V/def2-TZVPD.

```
! wB97M-V def2-TZVPD RIJCOSX def2/J DEFGRID3
* xyz 1 1
C -0.4771 0.1686 -0.5425
C 2.0742 -1.7749 -0.5220
C 3.5537 0.2022 0.4660
C 1.4295 -0.7222 1.7480
C -3.6283 0.3604 -1.1322
C -3.2507 -1.8385 0.2191
C 1.6867 1.0609 -1.7088
C 1.0524 1.8583 0.4923
C -2.5617 0.3352 0.9643
C 2.0226 -0.3729 0.3137
N -3.2084 -0.4000 0.0622
N 1.2160 0.6655 -0.3540
O -0.7406 -0.1262 -1.6525
O -2.7908 1.6443 1.0889
H 1.7586 -1.5888 -1.5488
H 3.0642 -2.1237 -0.3848
H 1.3802 -2.5332 -0.2316
H 3.5871 1.2500 0.6073
H 4.0936 -0.1550 -0.3653
H 3.8607 -0.2919 1.3541
H 1.7387 0.1126 2.3937
H 0.3205 -0.7659 1.6487
H 1.8012 -1.6197 2.0843
H -4.7022 0.6232 -1.0993
H -2.8396 1.2648 -1.1486
H -3.3021 -0.3090 -2.0517
H -4.1028 -1.9761 0.8885
H -3.5988 -2.3497 -0.8001
H -2.2916 -2.2479 0.5761
H 0.8309 0.8138 -2.3706
H 2.0967 2.1211 -1.6231
H 2.6483 0.4908 -1.9185
H 1.7315 2.7570 0.5056
H 0.0043 2.3550 0.3234
H 1.1386 1.4657 1.5253
H -1.9336 -0.2375 1.6315
H -3.6621 1.8839 0.5613
*
```

Summary:
HOMO-LUMO gap (alpha / beta)	8.52 / 8.52	eV
largest force on an atom	3.9	eV/A